No. 1
{"formula": "C32H45BrN8S3Sc", "method": "ωB97M-V with the def2-TZVPD basis set", "charge": 1, "homo_lumo_gap_ev": 6.123, "total_energy_ha": -6213.7379, "fmax_ev_per_a": 0.9, "lumo_ev": -2.661, "species": ["Sc", "C", "C", "S", "C", "C", "S", "H", "H", "H", "H", "H", "H", "S", "C", "C", "C", "N", "C", "C", "C", "C", "C", "N", "C", "C", "H", "H", "H", "H", "H", "H", "H", "H", "C", "C", "N", "C", "N", "C", "C", "C", "N", "C", "H", "H", "H", "H", "H", "H", "H", "H", "H", "H", "H", "H", "H", "Br", "C", "C", "C", "C", "C", "N", "H", "H", "H", "H", "C", "C", "N", "C", "C", "C", "C", "N", "H", "H", "H", "H", "H", "H", "H", "H", "H", "H", "H", "H", "H", "H"], "positions_angstrom": [[0.52661, 0.00711, 0.91549], [2.83041, -0.01969, 5.16349], [2.46901, 0.06711, 3.70659], [0.73651, 0.02741, 3.41849], [3.39061, 0.15441, 2.72449], [4.86721, 0.13561, 2.98359], [3.01591, 0.31951, 1.01779], [1.91751, -0.03379, 5.75259], [3.42711, 0.83861, 5.47059], [3.39191, -0.92849, 5.37649], [5.09571, 0.14531, 4.04419], [5.33121, 0.99641, 2.50309], [5.30091, -0.75809, 2.53409], [0.79581, 0.52601, -5.96161], [0.71591, 0.39081, -4.19591], [1.72031, 0.93221, -3.40271], [1.60961, 0.84041, -2.02741], [0.60381, 0.21301, -1.40761], [-0.32899, -0.34629, -2.18661], [-0.32809, -0.27839, -3.56441], [-0.74369, 1.45691, -6.12541], [-0.65339, 2.83751, -6.16261], [-1.83699, 3.55791, -6.24351], [-3.02589, 2.98831, -6.27711], [-3.09759, 1.67151, -6.26791], [-1.98179, 0.84581, -6.19981], [2.55741, 1.43451, -3.85861], [2.37061, 1.26981, -1.38721], [-1.11289, -0.88689, -1.67671], [-1.11299, -0.75009, -4.13601], [0.30491, 3.33091, -6.13241], [-1.82889, 4.63821, -6.27131], [-4.09369, 1.25481, -6.31191], [-2.08499, -0.22779, -6.21671], [-3.57229, 3.44371, 2.11719], [-2.34869, 3.07391, 2.93599], [-1.72919, 1.91371, 2.33079], [-2.41769, 0.94911, 1.65599], [-1.71199, -0.05709, 1.18299], [-2.51489, -1.17639, 0.69579], [-3.64509, -0.67699, -0.19851], [-4.53879, 0.21021, 0.65249], [-3.74489, 1.10731, 1.47209], [-4.46519, 2.21271, 2.07829], [-3.27759, 3.70341, 1.09989], [-4.09509, 4.29041, 2.55639], [-2.64199, 2.86341, 3.97179], [-1.61399, 3.88451, 2.95279], [-0.89299, 1.56361, 2.80229], [-2.95049, -1.70809, 1.55459], [-1.86389, -1.87789, 0.16599], [-4.22129, -1.50369, -0.61291], [-3.23029, -0.09089, -1.02041], [-5.17839, -0.40049, 1.30419], [-5.18559, 0.81391, 0.00709], [-4.78319, 1.94391, 3.09379], [-5.35939, 2.40271, 1.48219], [-1.40319, 2.70571, -1.03791], [-0.10779, 3.44661, 0.14019], [0.04421, 4.82171, 0.17079], [0.95841, 5.34751, 1.06899], [1.64681, 4.47321, 1.89719], [1.42661, 3.11101, 1.76999], [0.56651, 2.58731, 0.88989], [-0.53829, 5.45621, -0.47711], [1.11811, 6.41411, 1.12689], [2.33921, 4.84191, 2.63469], [1.95011, 2.40131, 2.40029], [1.67901, -4.90479, 2.51269], [0.66811, -5.03489, 1.37569], [1.15961, -4.46959, 0.12609], [1.54091, -5.42789, -0.89921], [2.91721, -6.04689, -0.67831], [1.28181, -3.13919, -0.04441], [2.07811, -2.63519, -1.21661], [0.75991, -2.24739, 0.74259], [1.25321, -5.31599, 3.42289], [1.94121, -3.86479, 2.69229], [2.58711, -5.45359, 2.28049], [-0.28579, -4.56829, 1.65329], [0.46911, -6.09109, 1.19039], [1.49301, -4.94769, -1.87581], [0.78641, -6.22009, -0.89291], [3.67951, -5.28169, -0.56541], [3.17461, -6.66189, -1.53481], [2.92621, -6.67529, 0.20569], [1.46461, -2.58599, -2.11671], [2.93941, -3.26509, -1.41251], [2.43351, -1.63249, -0.97191], [0.28621, -2.67229, 1.54469]]}

No. 2
{"formula": "C32H45Cl2F4IN4O4PS2", "method": "ωB97M-V with the def2-TZVPD basis set", "charge": 1, "homo_lumo_gap_ev": 7.161, "total_energy_ha": -4521.2247, "fmax_ev_per_a": 6.4, "lumo_ev": -3.686, "species": ["C", "C", "C", "I", "N", "C", "N", "C", "C", "C", "S", "C", "C", "C", "F", "F", "F", "N", "P", "O", "O", "C", "C", "Cl", "C", "C", "Cl", "C", "C", "N", "S", "C", "O", "O", "C", "C", "C", "C", "C", "C", "C", "C", "C", "H", "H", "H", "H", "H", "H", "H", "H", "H", "H", "H", "H", "H", "H", "H", "H", "H", "H", "H", "H", "H", "H", "H", "H", "H", "H", "H", "H", "H", "H", "H", "H", "H", "H", "H", "H", "H", "H", "H", "H", "F", "C", "C", "C", "C", "C", "C", "H", "H", "H", "H", "H"], "positions_angstrom": [[-3.41385, -2.02382, -0.82053], [-2.25039, -2.75295, -0.02157], [-1.28711, -1.67378, 0.61617], [-0.80200, -2.45499, 2.62680], [-0.12352, -1.25911, -0.13865], [1.10478, -0.98390, 0.50104], [1.28080, 0.07250, 1.26170], [2.57756, 0.43358, 1.89148], [3.19059, 1.78543, 1.35679], [4.74783, 1.91630, 1.62370], [5.18644, 3.72530, 1.44743], [0.19591, 1.03985, 1.55650], [-0.27643, 1.00171, 3.07833], [-0.20639, 2.37417, 3.78851], [1.08754, 2.78547, 4.04725], [-0.90371, 3.37136, 3.17198], [-0.78539, 2.22619, 5.04084], [2.18731, -1.86460, 0.20659], [2.64825, -3.03345, 1.44767], [2.50818, -2.48305, 3.02661], [2.04899, -4.57890, 1.21515], [2.30451, -2.31565, -1.19152], [3.62633, -1.65124, -1.74577], [3.93835, 0.09870, -1.39230], [4.56554, -2.29697, -2.47714], [4.43250, -3.78237, -2.90391], [6.05471, -1.46024, -3.03916], [1.05884, -2.17257, -2.14334], [1.56128, -1.71249, -3.58755], [0.46442, -1.74620, -4.60011], [0.44350, -3.91607, -2.46323], [-1.21013, -3.99101, -3.22456], [0.39979, -4.72398, -1.23786], [1.35309, -4.61066, -3.40109], [-0.12132, -1.23348, -1.60087], [0.10389, 0.31083, -2.01075], [-0.79930, 0.76452, -3.24143], [-1.14180, 2.29399, -3.10469], [-1.91884, 2.84908, -2.00495], [-2.14385, 4.29448, -1.95814], [-1.61100, 5.18212, -2.96963], [-0.82889, 4.65108, -4.10172], [-0.62166, 3.21725, -4.12680], [-4.34102, -2.64794, -0.70211], [-3.68178, -1.02515, -0.36790], [-3.17188, -1.81509, -1.89364], [-1.73742, -3.56091, -0.59308], [-2.75968, -3.26051, 0.84254], [-1.94636, -0.78231, 0.84217], [2.39864, 0.58020, 2.99518], [3.35803, -0.35455, 1.80939], [2.92696, 2.00851, 0.28528], [2.71420, 2.61830, 1.94956], [5.04121, 1.59408, 2.65038], [5.30419, 1.39772, 0.80817], [4.00167, 4.31965, 1.05911], [-0.70933, 0.89334, 0.93083], [0.53038, 2.10016, 1.37099], [-1.33442, 0.62002, 3.10402], [0.31635, 0.23619, 3.64650], [3.31418, -2.00586, 3.30102], [2.57473, -5.14844, 1.81395], [2.56966, -3.41461, -1.14042], [3.99624, -4.45483, -2.12571], [5.45672, -4.18989, -3.13003], [3.82273, -3.89879, -3.84259], [1.98239, -0.68032, -3.59889], [2.36461, -2.38853, -3.98111], [0.51885, -2.68933, -5.00140], [0.64732, -1.05768, -5.33497], [-2.00205, -3.39995, -2.70894], [-1.49001, -5.08055, -3.24971], [-1.20882, -3.65841, -4.29606], [-1.06855, -1.51060, -2.11791], [1.18371, 0.56852, -2.13658], [-0.26123, 0.93744, -1.14710], [-0.12488, 0.71085, -4.13991], [-1.70828, 0.12786, -3.37065], [-2.33565, 2.20197, -1.19279], [-2.73021, 4.74344, -1.11890], [-1.77167, 6.28488, -2.95888], [-0.39826, 5.30993, -4.89275], [-0.00555, 2.78519, -4.95747], [-5.82838, 0.90111, 3.47900], [-5.36815, 1.75397, 4.41346], [-6.19924, 2.13941, 5.44903], [-5.72010, 3.01578, 6.41458], [-4.42040, 3.50348, 6.32680], [-3.59824, 3.11126, 5.27806], [-4.07281, 2.22695, 4.31814], [-7.21065, 1.75544, 5.49605], [-6.35941, 3.31892, 7.23463], [-4.04937, 4.19022, 7.07837], [-2.59110, 3.49355, 5.20752], [-3.44321, 1.90350, 3.49753]]}

No. 3
{"formula": "C32H45I2LaN7O2P", "method": "ωB97M-V with the def2-TZVPD basis set", "homo_lumo_gap_ev": 5.908, "total_energy_ha": -2747.9739, "fmax_ev_per_a": 14.0, "lumo_ev": -0.097, "species": ["La", "I", "C", "C", "C", "I", "C", "C", "C", "C", "N", "C", "C", "O", "H", "H", "H", "H", "C", "C", "C", "C", "N", "C", "C", "C", "C", "C", "C", "C", "H", "H", "H", "H", "H", "H", "H", "H", "C", "C", "N", "C", "C", "C", "C", "N", "H", "H", "H", "H", "H", "H", "H", "H", "H", "H", "H", "H", "H", "H", "C", "N", "C", "P", "O", "N", "C", "C", "N", "C", "C", "H", "H", "H", "H", "H", "H", "H", "H", "H", "H", "H", "H", "H", "H", "H", "H", "H", "H", "H"], "positions_angstrom": [[-0.30736, 0.70658, 0.65287], [-2.36096, 4.40748, 4.42637], [-0.53206, 3.26188, 4.29287], [0.33384, 3.47238, 5.35937], [1.54124, 2.79848, 5.39487], [2.73724, 3.24458, 7.10127], [1.91854, 1.89858, 4.37147], [3.16284, 1.21228, 4.42037], [3.56234, 0.32548, 3.43587], [2.70034, 0.13208, 2.39827], [1.51684, 0.75618, 2.30887], [1.04624, 1.66228, 3.26057], [-0.26326, 2.38058, 3.20327], [-1.15086, 2.26618, 2.26217], [0.05654, 4.15998, 6.15107], [3.85554, 1.35948, 5.24187], [4.51144, -0.19032, 3.48477], [2.92484, -0.54272, 1.58037], [-0.89746, 4.02688, -2.66743], [-2.26706, 4.17638, -2.81693], [-3.13246, 3.40138, -2.04193], [-2.61456, 2.48348, -1.12403], [-1.26706, 2.34348, -0.98403], [-0.44916, 3.10398, -1.74453], [-3.46046, 1.61708, -0.25763], [-4.86866, 1.63418, -0.27473], [-5.62586, 0.79938, 0.56007], [-4.99466, -0.07732, 1.43677], [-3.60716, -0.11952, 1.47897], [-2.86486, 0.71598, 0.64347], [-0.19876, 4.61258, -3.25313], [-2.66596, 4.89088, -3.53143], [-4.19856, 3.53638, -2.17693], [0.61244, 2.94188, -1.58243], [-5.41676, 2.29688, -0.93743], [-6.71196, 0.83788, 0.52157], [-5.58146, -0.72392, 2.08337], [-3.09106, -0.79472, 2.15417], [-3.68746, -1.70972, -3.19573], [-2.40496, -2.52742, -3.16763], [-2.10076, -3.00722, -1.81513], [-2.39276, -4.42632, -1.56783], [-3.81126, -4.62242, -1.05673], [-1.56946, -2.18082, -0.83333], [-1.28726, -2.72622, 0.55687], [-1.25756, -0.93862, -0.99233], [-3.87986, -1.34832, -4.21083], [-3.63216, -0.84102, -2.53323], [-4.54836, -2.30832, -2.88473], [-1.56866, -1.93192, -3.55193], [-2.51016, -3.36632, -3.86583], [-1.68116, -4.85302, -0.85333], [-2.25726, -5.01212, -2.48493], [-4.01316, -4.01252, -0.17133], [-3.97396, -5.67192, -0.79123], [-4.54716, -4.35582, -1.82063], [-0.49476, -3.47762, 0.50197], [-2.18906, -3.17042, 0.98317], [-0.95286, -1.92542, 1.22407], [-1.43206, -0.59662, -1.94413], [3.35324, -0.36222, -3.24523], [3.83534, 0.09968, -1.93683], [4.30444, 1.47718, -2.13923], [2.76094, -0.09632, -0.68283], [1.50894, 0.70658, -0.92183], [2.45894, -1.70442, -0.49353], [1.12434, -2.18202, -0.82723], [3.44764, -2.73462, -0.75273], [3.51654, 0.30468, 0.72457], [4.93994, 0.12668, 0.94417], [3.03424, 1.48058, 1.43527], [4.14684, -0.30382, -3.99883], [2.49724, 0.22838, -3.59083], [3.03864, -1.40682, -3.21523], [5.09264, 1.51538, -2.89973], [4.73854, 1.89528, -1.22923], [3.48774, 2.14018, -2.44663], [0.36014, -1.55382, -0.35793], [0.95244, -3.19922, -0.45743], [0.96014, -2.17212, -1.90943], [4.45354, -2.41742, -0.47513], [3.47374, -3.02732, -1.80653], [3.23634, -3.63152, -0.15953], [5.32964, -0.75222, 0.42877], [5.14964, -0.02362, 2.00927], [5.52154, 0.98938, 0.60587], [1.94424, 1.45258, 1.53487], [3.30754, 2.39988, 0.90717], [3.43344, 1.53158, 2.45447], [-1.16856, -0.78462, 2.14407]]}